The following is a quantum chemistry calculation of a molecular structure, C41H42MnP2 at a distorted geometry, from the OMol25 dataset.

HOMO level (spin up / spin down) = -7.03 / -7.16 eV
HOMO-LUMO gap (spin up / spin down) = 7.18 / 7.11 eV
ΔE to the lowest compared entry with this formula, charge and spin = 0.0 kcal per mole

```
! RIJCOSX wB97M-V def2-TZVPD def2/J DEFGRID3
* xyz 0 6
Mn 1.3679 -1.1212 1.4137
C -2.7025 0.2561 4.9054
C -3.3523 0.2747 3.7247
C -3.5966 1.4431 2.8302
C -2.3785 1.9684 2.0408
C -1.3745 2.8479 2.7416
C -1.2635 3.0998 4.0555
C -2.2572 2.8380 5.1459
C -2.3035 1.4171 5.7701
C 3.2193 -0.3902 1.3425
H -2.5459 -0.7125 5.3930
H -3.7672 -0.6584 3.3491
H -4.1295 2.2687 3.3178
H -4.2891 1.0739 2.0574
H -1.8888 1.1032 1.5535
H -2.7501 2.5802 1.2048
H -0.6322 3.2851 2.0689
H -0.3395 3.5824 4.4197
H -3.2568 3.1290 4.8227
H -1.9435 3.5077 5.9628
H -1.2896 1.1986 6.1616
H -2.9776 1.4847 6.6503
H 3.8723 -1.2504 1.4839
H 3.0335 0.1777 2.2790
H 3.5723 0.2500 0.5429
P -0.1044 -1.6750 -2.5139
P 1.2814 0.5806 -2.5106
C -1.1628 -0.2646 -2.9572
C -0.4458 0.8930 -2.9967
C -0.4703 -2.8017 -3.9281
C -1.5612 -2.6673 -4.7966
C -1.7935 -3.6227 -5.7889
C -0.9252 -4.7074 -5.9499
C 0.1830 -4.8211 -5.1054
C 0.4218 -3.8779 -4.1118
C -1.0069 -2.3847 -1.1088
C -0.5037 -2.0094 0.1447
C -1.1559 -2.4039 1.3025
C -2.2782 -3.2344 1.1922
C -2.8001 -3.5721 -0.0648
C -2.1732 -3.1475 -1.2329
C 2.0572 0.8308 -4.1967
C 1.8075 -0.1178 -5.2094
C 2.3914 0.0174 -6.4682
C 3.2171 1.1045 -6.7603
C 3.4048 2.0877 -5.7864
C 2.8222 1.9576 -4.5214
C 1.7400 2.1149 -1.6363
C 3.0318 2.1377 -1.0842
C 3.4493 3.2269 -0.3269
C 2.5915 4.3219 -0.1536
C 1.3368 4.3347 -0.7675
C 0.9046 3.2328 -1.5091
H -2.2362 -0.4154 -3.1161
H -0.7747 1.8811 -3.3332
H -2.2319 -1.8112 -4.7144
H -2.6614 -3.5216 -6.4354
H -1.1141 -5.4504 -6.7247
H 0.8690 -5.6587 -5.2288
H 1.2969 -3.9576 -3.4673
H 0.4193 -1.3342 0.0316
H -0.7826 -2.0502 2.2780
H -2.7329 -3.6079 2.0997
H -3.7064 -4.1658 -0.1287
H -2.5784 -3.3804 -2.2127
H 1.1521 -0.9666 -5.0090
H 2.2032 -0.7366 -7.2318
H 3.6938 1.1912 -7.7390
H 4.0148 2.9587 -6.0134
H 2.9762 2.7459 -3.7841
H 3.6910 1.2836 -1.2278
H 4.4379 3.2201 0.1318
H 2.9144 5.1736 0.4496
H 0.6842 5.2043 -0.6706
H -0.0745 3.2441 -1.9770
C 0.9654 -0.7145 6.4139
C 0.5575 -1.9169 5.8310
C 0.6092 -2.0687 4.4252
C 1.0238 -1.0115 3.6314
C 1.2734 0.2327 4.1973
C 1.3347 0.3639 5.6000
H 0.9315 -0.5920 7.4945
H 0.1857 -2.7361 6.4513
H 0.2970 -3.0193 3.9772
H 1.4275 1.1149 3.5676
H 1.6486 1.3151 6.0424
*
```



The following is a quantum chemistry calculation of 3 unconnected molecules or ions with the total composition C41H43BClN4O9 at a distorted geometry, from the OMol25 dataset.

HOMO level = -11.08 eV
HOMO-LUMO gap = 6.99 eV

```
! RIJCOSX wB97M-V def2-TZVPD def2/J DEFGRID3
* xyz 1 1
C 1.5598 3.9116 2.9631
C 2.1673 2.6913 1.9942
C 2.5231 3.4090 0.5546
C 3.5758 2.5735 -0.3845
N 2.9399 1.6246 -1.3760
N 2.1676 0.6457 -0.7707
C 0.6588 0.6378 -0.9368
C -0.3702 1.6410 -1.7258
N 0.2920 2.7047 -2.5734
C 0.2112 -0.7273 -0.0914
C -1.3028 -1.3643 0.1437
B -1.7745 -0.9585 1.7015
O -2.0899 0.4779 2.0247
O -1.8747 -2.0071 2.7764
N 1.4121 -1.4100 0.5304
Cl 1.4126 -2.8664 1.4721
C 2.5842 -0.5260 0.0916
C 4.0847 -0.9517 0.5975
O 4.8366 -1.8113 -0.3301
C 6.0411 -2.2489 0.4509
O 7.3070 -2.0601 -0.2825
C 7.9645 -0.7888 0.0672
C 7.1920 0.3870 -0.8251
O 8.2019 1.1818 -1.5411
H 0.8603 3.4810 3.8042
H 0.9488 4.6777 2.2813
H 2.4273 4.5626 3.4500
H 3.1006 2.2354 2.5496
H 1.3107 1.9127 1.8103
H 1.5199 3.7117 0.0302
H 3.0691 4.4338 0.8318
H 4.1573 3.3886 -1.0347
H 4.4110 2.0780 0.2958
H 3.6394 1.1803 -2.0102
H -1.0685 2.1268 -0.8976
H -1.0887 1.0317 -2.4572
H 0.9623 3.2985 -2.0371
H 0.7828 2.3173 -3.4087
H -1.3459 -2.5259 -0.0056
H -2.0164 -0.7902 -0.6021
H -1.7259 0.6667 2.9397
H -1.7630 -2.9269 2.3470
H 3.9311 -1.5596 1.6131
H 4.7319 -0.0082 0.8427
H 6.1043 -1.6837 1.4911
H 5.9321 -3.4032 0.7352
H 7.9187 -0.5100 1.2031
H 9.1186 -0.7904 -0.2365
H 6.5044 1.0707 -0.1692
H 6.5040 -0.1286 -1.6481
H 7.6685 1.7272 -2.2063
C -1.9787 -4.6612 6.8549
C -1.8759 -3.7766 5.7816
C -2.6763 -2.6338 5.7395
C -3.5917 -2.3808 6.7684
C -3.7117 -3.2779 7.8290
C -2.8950 -4.4151 7.8784
C -4.7086 -3.0468 8.8943
O -4.8123 -3.8325 9.8282
C -5.5841 -1.8606 8.8133
C -6.5726 -1.6599 9.7857
C -7.3960 -0.5337 9.7240
C -7.2291 0.3977 8.6995
C -6.2489 0.1975 7.7264
C -5.4313 -0.9393 7.7783
C -4.4215 -1.1603 6.7244
O -4.2772 -0.3446 5.8211
H -1.3484 -5.5470 6.8924
H -1.1707 -3.9750 4.9776
H -2.5870 -1.9450 4.9011
H -2.9736 -5.1129 8.7102
H -6.7074 -2.3807 10.5906
H -8.1664 -0.3825 10.4771
H -7.8656 1.2788 8.6553
H -6.1277 0.9264 6.9268
C -0.2026 -1.7736 -5.6953
C -0.3154 -0.6091 -4.9362
C -0.6714 0.5929 -5.5500
C -0.9036 0.6333 -6.9302
C -0.7668 -0.5258 -7.6929
C -0.4267 -1.7349 -7.0723
C -0.9608 -0.4846 -9.1567
O -0.8443 -1.5031 -9.8270
C -1.2884 0.8026 -9.8016
C -1.4181 0.8676 -11.1951
C -1.7409 2.0782 -11.8120
C -1.9439 3.2222 -11.0406
C -1.8098 3.1617 -9.6527
C -1.4718 1.9512 -9.0331
C -1.2972 1.9055 -7.5680
O -1.4708 2.9115 -6.8897
H 0.0658 -2.7123 -5.2156
H -0.1283 -0.6368 -3.8650
H -0.7626 1.4969 -4.9501
H -0.3314 -2.6466 -7.6593
H -1.2644 -0.0217 -11.8044
H -1.8360 2.1275 -12.8945
H -2.2024 4.1638 -11.5202
H -1.9649 4.0600 -9.0575
*
```



The following is a quantum chemistry calculation of a molecular structure, C41H43Cl2N4O5STi at a distorted geometry, from the OMol25 dataset.

HOMO level (spin up / spin down) = -6.51 / -7.67 eV
HOMO-LUMO gap (spin up / spin down) = 7.05 / 8.21 eV
ΔE to the lowest compared entry with this formula, charge and spin = 0.0 kcal per mole

```
! RIJCOSX wB97M-V def2-TZVPD def2/J DEFGRID3
* xyz 0 2
Ti -0.0567 -0.2904 0.2544
C 4.8869 -1.2312 -1.9509
C 4.6724 -2.5735 -2.5871
C 5.4831 -3.0053 -3.6326
C 5.3367 -4.2623 -4.1969
C 4.3754 -5.1331 -3.7073
C 3.5465 -4.7235 -2.6776
C 3.6750 -3.4494 -2.1301
N 2.8020 -3.0747 -1.0745
C 1.8627 -2.0757 -1.1252
N 1.7564 -1.4731 -2.3354
C 1.0101 -0.3742 -2.8425
C 0.6425 0.7126 -2.0352
C -0.0982 1.7564 -2.5883
C -0.4168 1.7524 -3.9321
C -0.0057 0.6983 -4.7365
C 0.6967 -0.3737 -4.2039
C 1.1299 -1.5146 -5.0873
N 1.1047 -1.8495 -0.0834
C 1.4376 -2.4754 1.1615
C 2.4763 -1.9401 1.9233
C 2.8211 -2.4981 3.1397
C 2.1366 -3.6110 3.6050
C 1.1051 -4.1460 2.8524
C 0.7365 -3.5960 1.6272
C -0.3917 -4.1884 0.8299
H 5.9167 -0.9052 -2.0902
H 4.6718 -1.2642 -0.8848
H 4.2353 -0.4684 -2.3833
H 6.2578 -2.3431 -4.0003
H 5.9812 -4.5675 -5.0108
H 4.2659 -6.1219 -4.1319
H 2.7848 -5.3877 -2.2871
H 2.7076 -3.7073 -0.2954
H 2.2542 -1.9751 -3.0545
H -0.4098 2.5478 -1.9182
H -0.9740 2.5752 -4.3607
H -0.2541 0.6960 -5.7903
H 0.7276 -1.3958 -6.0908
H 0.7844 -2.4761 -4.6992
H 2.2211 -1.5563 -5.1741
H 2.9976 -1.0781 1.5348
H 3.6211 -2.0623 3.7245
H 2.4027 -4.0552 4.5554
H 0.5709 -5.0141 3.2202
H -0.5395 -5.2389 1.0780
H -0.2141 -4.0964 -0.2422
H -1.3160 -3.6575 1.0535
C -5.8568 1.9947 7.2494
C -5.5305 2.0295 5.7813
C -6.5388 2.2330 4.8479
C -6.2611 2.2360 3.4900
C -4.9597 2.0634 3.0595
C -3.9314 1.8902 3.9834
N -2.6161 1.7020 3.4922
C -1.6014 2.6390 3.6094
C -1.6835 3.7561 4.4442
C -0.6467 4.6721 4.4994
C 0.5126 4.4905 3.7590
C 0.6217 3.3678 2.9545
C -0.4174 2.4548 2.8766
C -0.3256 1.3504 1.8835
O 0.5466 0.4338 1.9846
O -1.1265 1.3378 0.9039
C -4.2094 1.8446 5.3532
C -3.1239 1.5658 6.3569
H -6.9092 2.2172 7.4164
H -5.2590 2.7259 7.7970
H -5.6415 1.0129 7.6764
H -7.5575 2.3792 5.1866
H -7.0540 2.3872 2.7689
H -4.7164 2.0771 2.0032
H -2.5795 1.1725 2.6337
H -2.5847 3.9268 5.0174
H -0.7522 5.5497 5.1246
H 1.3087 5.2217 3.7983
H 1.5021 3.1862 2.3504
H -2.1869 1.3319 5.8594
H -3.3999 0.7196 6.9888
H -2.9587 2.4222 7.0151
C 4.2790 1.9898 2.1374
S 3.7917 1.1809 0.5866
C 3.8087 2.6170 -0.5105
O 0.9921 0.7386 -0.7446
H 5.3590 2.1200 2.1736
H 3.9501 1.3536 2.9565
H 3.7838 2.9558 2.2119
H 4.8151 3.0271 -0.5772
H 3.1119 3.3688 -0.1421
H 3.4791 2.2720 -1.4886
Cl -3.6333 -3.3826 -0.7135
C -3.5648 -1.5920 -0.4542
Cl -4.1320 -0.7747 -1.9015
C -2.1387 -1.2239 -0.1341
O -1.3423 -0.8657 -1.0450
O -1.7121 -1.2591 1.0582
H -4.2374 -1.3879 0.3701
*
```



The following is a quantum chemistry calculation of a molecular structure, C41H43F3N2O3RhS3, from the OMol25 dataset.

HOMO level (spin up / spin down) = -0.97 / -1.03 eV
HOMO-LUMO gap (spin up / spin down) = 5.22 / 5.27 eV
ΔE to the lowest compared entry with this formula, charge and spin = 15.8 kcal per mole

```
! RIJCOSX wB97M-V def2-TZVPD def2/J DEFGRID3
* xyz -2 2
Rh -0.5169 0.1379 -0.0612
C -1.3889 -2.8884 2.7375
C -2.5144 -1.9167 3.0934
C -3.4865 -1.7303 1.9281
C -2.0591 -0.5673 3.6227
C -2.7347 -0.0727 4.7364
C -2.4292 1.1554 5.2962
C -1.4153 1.9114 4.7368
C -0.7040 1.4567 3.6327
C 0.4137 2.3281 3.0882
C 1.5366 2.5008 4.1154
C -0.1017 3.6929 2.6293
C -1.0300 0.2080 3.0624
N -0.2703 -0.2503 1.9494
C 0.9942 -0.6340 2.2197
C 1.9453 -0.6679 1.1873
N 1.5644 -0.4015 -0.0650
C 2.5934 -0.0698 -0.9914
C 3.1906 -1.0244 -1.8372
C 4.2692 -0.6312 -2.6260
C 4.7556 0.6645 -2.6168
C 4.1414 1.6021 -1.8084
C 3.0660 1.2567 -0.9987
C 2.4310 2.3309 -0.1389
C 3.4007 2.8443 0.9263
C 1.8858 3.4739 -0.9952
C 2.7250 -2.4616 -1.9946
C 2.5869 -3.2537 -0.6939
C 1.4434 -2.5064 -2.8233
C 3.2700 -0.9392 1.7867
C 4.5618 -1.0100 1.3368
C 5.5969 -1.2859 2.2738
C 5.3572 -1.4778 3.6090
C 4.0256 -1.3927 4.1057
C 3.6050 -1.5347 5.4599
C 2.2788 -1.3914 5.7722
C 1.2827 -1.0939 4.8005
C 1.6586 -0.9572 3.4886
C 3.0375 -1.1246 3.1756
H -1.8147 -3.8814 2.5681
H -0.6542 -2.9626 3.5440
H -0.8757 -2.5876 1.8251
H -3.0771 -2.3697 3.9188
H -3.0067 -1.2042 1.1060
H -4.3606 -1.1543 2.2421
H -3.8185 -2.6972 1.5410
H -3.5256 -0.6780 5.1673
H -2.9747 1.5167 6.1606
H -1.1626 2.8746 5.1672
H 0.8174 1.8271 2.2130
H 1.1607 2.9933 5.0179
H 2.3363 3.1207 3.7031
H 1.9657 1.5419 4.4088
H -0.4853 4.2789 3.4704
H -0.8978 3.5818 1.8935
H 0.7126 4.2617 2.1719
H 4.7297 -1.3716 -3.2719
H 5.5946 0.9411 -3.2450
H 4.4985 2.6265 -1.8042
H 1.5776 1.8777 0.3602
H 4.2847 3.3019 0.4712
H 3.7360 2.0331 1.5771
H 2.9146 3.6030 1.5460
H 2.6856 3.9765 -1.5480
H 1.3906 4.2165 -0.3641
H 1.1597 3.0913 -1.7106
H 3.5125 -2.9541 -2.5782
H 1.7288 -2.9164 -0.1152
H 3.4844 -3.1712 -0.0767
H 2.4321 -4.3096 -0.9333
H 0.6441 -1.9560 -2.3337
H 1.1027 -3.5368 -2.9585
H 1.6029 -2.0564 -3.8057
H 4.8101 -0.8586 0.2939
H 6.6161 -1.3432 1.9081
H 6.1758 -1.6853 4.2899
H 4.3333 -1.7503 6.2340
H 1.9673 -1.4968 6.8055
H 0.2547 -0.9632 5.1140
F -0.1451 0.2265 -4.8411
C -0.2871 1.4325 -4.2579
F -1.0019 2.1923 -5.1086
F 0.9437 1.9843 -4.1951
C -0.9525 1.3139 -2.8519
O -2.0755 1.7610 -2.7121
O -0.1607 0.7494 -2.0435
C -0.0889 -4.9409 0.2343
O -0.4427 -3.6406 -0.2050
C -1.5977 -3.4585 -0.8940
S -2.5934 -4.7682 -1.2565
S -1.9075 -1.8453 -1.2718
H 0.8170 -4.8044 0.8237
H 0.0992 -5.6023 -0.6135
H -0.8825 -5.3786 0.8404
S -3.1592 2.0522 0.6547
C -1.9453 1.1572 0.2553
*
```



The following is a quantum chemistry calculation of a molecular structure, C41H43I2N4NaO2S2 at a distorted geometry, from the OMol25 dataset.

HOMO level = -1.67 eV
HOMO-LUMO gap = 5.07 eV

```
! RIJCOSX wB97M-V def2-TZVPD def2/J DEFGRID3
* xyz -2 1
Na -0.1148 0.2568 -0.1242
C 3.0285 1.4250 1.1022
C 3.0571 0.2515 0.1407
C 3.2703 -1.0502 0.6114
C 3.6404 -1.2688 2.0636
C 3.1738 -2.1307 -0.2722
C 3.2741 -3.5466 0.2598
C 2.9422 -1.9036 -1.6342
C 2.8998 -3.0643 -2.6034
C 2.7542 -0.6025 -2.1117
C 2.3919 -0.3731 -3.5635
C 2.8477 0.4778 -1.2274
C 2.7648 1.9110 -1.7078
H 3.9872 1.9596 1.1255
H 2.7804 1.1062 2.1133
H 2.2554 2.1407 0.8110
H 2.7610 -1.2273 2.7136
H 4.3313 -0.4932 2.3999
H 4.1319 -2.2296 2.2133
H 4.3045 -3.9250 0.2476
H 2.6594 -4.2295 -0.3253
H 2.9110 -3.5995 1.2848
H 3.3277 -2.7860 -3.5666
H 1.8629 -3.3779 -2.7693
H 3.4661 -3.9186 -2.2335
H 3.2762 -0.1934 -4.1883
H 1.7217 0.4795 -3.6603
H 1.8551 -1.2301 -3.9703
H 2.7833 1.9878 -2.7924
H 3.6088 2.4872 -1.3145
H 1.8472 2.3986 -1.3609
C -3.5473 -0.5917 -0.8012
C -2.9441 0.2790 0.2715
N -2.4850 -0.3388 1.3042
N -2.3041 0.3726 2.4668
C -1.2676 0.3041 3.2205
S 0.2984 -0.3706 3.0180
S -1.5919 1.0621 4.8855
C -1.9210 2.8184 4.4832
C -0.6901 3.6792 4.6471
C 0.3055 3.7041 3.6682
C 1.4690 4.4333 3.8734
C 1.6601 5.1544 5.0488
C 0.6678 5.1493 6.0184
C -0.4970 4.4161 5.8138
C -2.9751 1.7575 0.1315
C -4.1242 2.4101 -0.3170
C -4.2133 3.7941 -0.3897
C -3.1107 4.5510 0.0173
C -1.9460 3.9410 0.4363
C -1.8005 2.5208 0.4590
O -0.6763 1.9638 0.7212
H -3.6343 -1.6122 -0.4246
H -2.9491 -0.5913 -1.7155
H -4.5408 -0.2270 -1.0795
H -2.7015 3.1498 5.1676
H -2.3157 2.8201 3.4679
H 0.1585 3.1447 2.7468
H 2.2390 4.4306 3.1081
H 2.5765 5.7122 5.2083
H 0.8009 5.7118 6.9364
H -1.2693 4.4086 6.5779
H -4.9959 1.8171 -0.5737
H -5.1201 4.2709 -0.7398
H -3.1661 5.6362 -0.0059
H -1.0842 4.5278 0.7349
I -3.4777 -0.0615 -7.5372
C -2.3868 -0.0230 -5.7381
C -2.0475 1.1886 -5.1540
C -1.3432 1.1668 -3.9653
I -0.7616 2.9992 -3.1493
C -0.9663 -0.0254 -3.2475
O -0.3390 0.0110 -2.1326
C -1.3038 -1.2382 -3.9401
C -0.9123 -2.6277 -3.4704
N -0.6022 -2.7786 -2.0610
C -0.7956 -4.1344 -1.6186
C -0.6659 -4.2493 -0.1239
C -0.3613 -5.4661 0.4828
C -0.3442 -5.5299 1.8661
C -0.6286 -4.3829 2.5954
C -0.9083 -3.2111 1.9064
N -0.9235 -3.1472 0.5719
C -2.0018 -1.2109 -5.1433
H -2.3197 2.1304 -5.6097
H -0.0508 -2.9798 -4.0589
H -1.7408 -3.2973 -3.7513
H -1.1273 -2.1297 -1.4870
H -0.0627 -4.7859 -2.1085
H -1.7860 -4.5368 -1.8958
H -0.1450 -6.3377 -0.1246
H -0.1123 -6.4621 2.3683
H -0.6292 -4.3905 3.6786
H -1.1162 -2.2767 2.4234
H -2.2460 -2.1543 -5.6225
*
```